Record 1
84
Properties=species:S:1:pos:R:3 method="wB97M-V/def2-TZVPD" e_tot_ha=-4390.47592 e_above_lowest_kcal_mol=4.58 orbital_gap_ev="6.57 / 5.38" homo_ev="-13.158 / -13.314" multiplicity=5 total_charge=+2
Ru -0.024 0.530 0.881
N 4.694 0.745 1.246
C 3.426 1.138 1.213
N 2.446 0.414 0.752
C 2.703 -0.872 0.300
N 1.760 -1.616 -0.196
N 0.491 -1.151 -0.157
C -0.397 -1.803 -0.843
C -1.782 -1.405 -0.755
C -2.814 -2.194 -1.253
C -4.123 -1.792 -1.039
C -4.359 -0.619 -0.340
C -3.276 0.129 0.111
N -2.023 -0.250 -0.104
C 4.055 -1.389 0.372
C 4.391 -2.692 -0.009
C 5.700 -3.112 0.064
C 6.699 -2.241 0.502
C 6.389 -0.953 0.887
C 5.066 -0.534 0.832
H 5.409 1.363 1.600
H 3.199 2.128 1.593
H -0.086 -2.657 -1.434
H -2.582 -3.112 -1.777
H -4.944 -2.393 -1.406
H -5.366 -0.280 -0.141
H -3.421 1.053 0.661
H 3.606 -3.344 -0.366
H 5.954 -4.123 -0.224
H 7.727 -2.575 0.541
H 7.161 -0.277 1.235
C 0.316 -0.468 2.846
C -0.789 -0.050 3.649
C -2.076 -0.613 3.437
C -3.141 -0.248 4.224
C -2.961 0.678 5.251
C -1.701 1.236 5.487
C -0.632 0.888 4.697
H 0.236 -1.491 2.475
H 1.301 -0.218 3.226
H -2.194 -1.362 2.663
H -4.116 -0.685 4.060
H -3.799 0.958 5.874
H -1.567 1.941 6.296
H 0.347 1.310 4.892
C 1.380 3.594 -0.546
As 0.296 2.083 -1.106
C 1.098 1.730 -2.847
C -1.478 2.865 -1.533
C -1.345 4.236 -2.115
C -1.349 5.356 -1.283
C -1.176 6.625 -1.810
C -1.004 6.791 -3.178
C -1.015 5.685 -4.017
C -1.180 4.415 -3.488
H 1.279 4.400 -1.270
H 2.425 3.288 -0.501
H 1.046 3.936 0.431
H 1.132 2.672 -3.393
H 0.515 1.005 -3.411
H 2.112 1.353 -2.725
H -2.026 2.874 -0.589
H -1.964 2.170 -2.218
H -1.507 5.223 -0.217
H -1.178 7.484 -1.152
H -0.874 7.780 -3.595
H -0.901 5.814 -5.085
H -1.207 3.550 -4.142
O -2.594 2.647 1.924
C -1.450 2.934 2.213
O -0.415 2.286 1.709
C -1.099 4.108 3.077
C 0.227 4.336 3.449
C 0.552 5.417 4.245
C -0.465 6.258 4.668
C -1.785 6.049 4.311
C -2.102 4.967 3.508
N -0.123 7.418 5.517
O -1.044 8.053 5.983
O 1.058 7.638 5.698
H 0.995 3.654 3.114
H 1.568 5.621 4.550
H -2.547 6.728 4.665
H -3.123 4.783 3.203

---

Record 2
77
Properties=species:S:1:pos:R:3 method="wB97M-V/def2-TZVPD" e_tot_ha=-1745.57465 e_above_lowest_kcal_mol=0.00 orbital_gap_ev=7.50 homo_ev=-7.773 multiplicity=1
C 1.339 4.096 2.504
N 1.083 2.670 2.434
C 2.100 1.772 2.232
O 3.284 2.061 2.045
C 1.456 0.383 2.217
C 1.961 -0.614 3.260
C 3.431 -0.909 3.093
C 4.328 -0.651 4.125
C 5.695 -0.807 3.903
C 6.148 -1.286 2.662
C 5.238 -1.585 1.646
C 3.871 -1.405 1.858
N 0.055 0.653 2.401
C -0.803 -0.402 2.456
C -2.122 -0.381 2.659
C -3.071 -1.554 2.731
C -4.484 -1.016 2.747
C -5.370 -1.927 3.271
C -6.731 -1.600 3.464
C -7.174 -0.304 3.215
C -6.278 0.640 2.768
C -4.949 0.276 2.415
C -2.981 -2.984 2.157
C -3.569 -4.257 2.805
N -3.950 -5.333 3.126
C -3.607 -2.994 0.715
O -4.253 -2.043 0.254
C -3.408 -4.253 -0.103
C -2.726 -5.375 0.395
C -2.293 -6.418 -0.421
C -2.571 -6.413 -1.800
C -3.274 -5.300 -2.288
C -3.709 -4.254 -1.488
C -1.506 -3.350 1.952
C -0.827 -2.920 0.781
C 0.501 -3.343 0.546
C 1.222 -4.039 1.549
C 0.591 -4.279 2.802
C -0.719 -3.800 3.030
C -0.254 2.082 2.625
C -0.739 2.399 4.054
C -1.245 2.601 1.576
H 2.401 4.281 2.281
H 0.690 4.607 1.770
H 1.083 4.472 3.512
H 1.655 -0.034 1.214
H 1.753 -0.220 4.269
H 1.381 -1.541 3.141
H 3.937 -0.292 5.089
H 6.402 -0.538 4.683
H 7.214 -1.433 2.496
H 5.575 -1.938 0.673
H 3.138 -1.618 1.078
H -0.405 -1.412 2.188
H -2.617 0.587 2.931
H -2.858 -2.068 3.728
H -5.029 -2.961 3.552
H -7.424 -2.396 3.782
H -8.215 -0.055 3.411
H -6.591 1.651 2.621
H -4.345 0.965 1.852
H -2.474 -5.568 1.435
H -1.695 -7.221 -0.012
H -2.274 -7.204 -2.474
H -3.490 -5.226 -3.341
H -4.258 -3.382 -1.841
H -1.379 -2.371 -0.005
H 1.007 -3.037 -0.391
H 2.286 -4.259 1.386
H 1.186 -4.727 3.603
H -1.141 -3.960 4.032
H 0.059 2.212 4.793
H -1.044 3.457 4.107
H -1.598 1.777 4.325
H -0.739 2.675 0.603
H -2.077 1.896 1.462
H -1.643 3.579 1.889

---

Record 3
86
Properties=species:S:1:pos:R:3 method="wB97M-V/def2-TZVPD" e_tot_ha=-4761.23612 e_above_lowest_kcal_mol=38.16 orbital_gap_ev=5.30 homo_ev=-15.781 multiplicity=1 total_charge=+3
W -0.429 1.011 -0.692
C -1.858 5.035 -0.493
C -1.063 3.983 -1.187
O -0.989 2.803 -0.531
C -0.445 4.128 -2.364
C 0.320 3.097 -3.006
C 0.948 3.415 -4.319
N 0.470 1.904 -2.482
N 1.199 1.034 -3.269
C 1.257 -0.131 -2.767
O 0.644 -0.271 -1.529
C 1.858 -1.303 -3.360
C 2.538 -1.150 -4.576
C 3.105 -2.251 -5.185
C 2.991 -3.506 -4.592
C 2.311 -3.658 -3.390
C 1.746 -2.561 -2.767
H -2.328 4.639 0.405
H -2.640 5.411 -1.155
H -1.226 5.884 -0.226
H -0.518 5.077 -2.875
H 0.777 4.453 -4.588
H 0.522 2.764 -5.087
H 2.017 3.204 -4.295
H 2.615 -0.172 -5.031
H 3.634 -2.139 -6.122
H 3.433 -4.368 -5.074
H 2.221 -4.637 -2.939
H 1.220 -2.684 -1.829
O -3.470 1.612 -2.901
C -2.988 1.106 -1.957
O -1.722 0.527 -1.977
C -3.499 0.975 -0.566
C -4.833 1.022 -0.241
C -5.184 0.876 1.095
C -4.174 0.713 2.030
C -2.855 0.699 1.613
N -2.508 0.822 0.329
H -5.569 1.162 -1.023
H -6.223 0.889 1.397
H -4.398 0.590 3.081
H -2.061 0.561 2.325
N -0.345 2.342 2.153
N 0.774 3.173 2.241
C 1.821 2.997 1.437
N 2.910 3.718 1.641
S 1.848 1.884 0.133
H -1.168 2.915 2.006
H -0.426 1.832 3.029
H 0.835 3.829 3.009
H 3.003 4.367 2.408
H 3.693 3.632 1.010
C 3.709 -3.778 -0.062
C 3.867 -2.400 -0.149
C 2.820 -1.555 0.180
C 1.605 -2.090 0.597
C 1.441 -3.470 0.676
C 2.497 -4.310 0.352
As 0.089 -1.013 1.112
C 0.464 -0.488 2.937
C -0.482 -0.478 3.963
C -0.124 -0.050 5.234
C 1.180 0.355 5.494
C 2.132 0.306 4.484
C 1.778 -0.120 3.211
C -1.423 -2.195 1.071
C -1.699 -3.008 2.170
C -2.739 -3.924 2.102
C -3.491 -4.039 0.940
C -3.197 -3.248 -0.162
C -2.162 -2.325 -0.101
H 4.531 -4.434 -0.319
H 4.809 -1.982 -0.479
H 2.966 -0.489 0.096
H 0.501 -3.908 0.976
H 2.366 -5.382 0.425
H -1.490 -0.836 3.798
H -0.857 -0.063 6.031
H 1.461 0.670 6.491
H 3.161 0.569 4.696
H 2.539 -0.191 2.445
H -1.100 -2.961 3.069
H -2.950 -4.559 2.953
H -4.296 -4.761 0.886
H -3.764 -3.357 -1.078
H -1.932 -1.740 -0.980

---

Record 4
83
Properties=species:S:1:pos:R:3 method="wB97M-V/def2-TZVPD" e_tot_ha=-7947.73240 e_above_lowest_kcal_mol=0.00 orbital_gap_ev="6.08 / 6.91" homo_ev="-9.541 / -10.503" multiplicity=4 total_charge=+1
V 0.087 -0.448 -0.245
C 3.048 1.189 -1.140
C 1.900 2.146 -1.043
C 2.065 3.469 -1.446
C 0.999 4.343 -1.381
C -0.204 3.882 -0.877
C -0.296 2.561 -0.472
N 0.727 1.692 -0.585
C -1.533 2.027 0.142
C -2.515 2.827 0.707
C -3.600 2.213 1.309
C -3.675 0.831 1.342
C -2.650 0.090 0.769
N -1.617 0.695 0.179
C -2.604 -1.394 0.764
C -3.572 -2.144 1.408
C -3.502 -3.525 1.348
C -2.486 -4.103 0.617
C -1.541 -3.295 -0.007
C -0.451 -3.923 -0.819
N -1.580 -1.960 0.091
H 3.059 0.698 -2.118
H 2.982 0.434 -0.364
H 3.994 1.718 -1.029
H 3.029 3.792 -1.815
H 1.102 5.368 -1.710
H -1.058 4.538 -0.803
H -2.423 3.903 0.707
H -4.379 2.809 1.765
H -4.515 0.350 1.818
H -4.370 -1.667 1.956
H -4.240 -4.135 1.850
H -2.411 -5.177 0.519
H -0.747 -4.920 -1.142
H 0.464 -4.018 -0.232
H -0.237 -3.320 -1.699
Br 3.790 1.388 2.458
C 3.250 3.235 2.468
Br 1.345 3.476 2.618
H 3.571 3.686 1.539
H 3.711 3.710 3.323
O -4.129 3.057 -5.431
C -2.859 2.778 -5.788
O -2.385 3.261 -6.774
C -2.078 1.865 -4.886
C -2.671 0.994 -3.976
C -1.889 0.182 -3.172
C -0.506 0.220 -3.298
C 0.095 1.085 -4.207
C -0.693 1.899 -5.001
N 0.273 -0.579 -2.422
C 1.263 -1.250 -2.875
C 2.118 -1.954 -1.918
C 3.162 -2.772 -2.312
C 3.928 -3.384 -1.329
C 3.622 -3.148 0.001
C 2.558 -2.313 0.316
N 1.814 -1.731 -0.625
H -4.334 2.694 -4.562
H -3.749 0.915 -3.899
H -2.338 -0.496 -2.457
H 1.175 1.142 -4.271
H -0.249 2.576 -5.719
H 1.489 -1.306 -3.940
H 3.369 -2.924 -3.363
H 4.752 -4.031 -1.600
H 4.199 -3.599 0.796
H 2.271 -2.082 1.337
C 0.649 0.444 5.215
C 0.578 -0.911 4.501
C -0.656 -1.682 4.989
C 1.845 -1.719 4.816
C 0.476 -0.704 3.044
C 0.391 -0.533 1.839
H 0.726 0.297 6.294
H -0.242 1.036 5.006
H 1.518 1.010 4.877
H -0.602 -1.840 6.069
H -0.720 -2.655 4.499
H -1.567 -1.124 4.766
H 1.928 -1.892 5.891
H 2.734 -1.180 4.485
H 1.819 -2.688 4.313

---

Record 5
86
Properties=species:S:1:pos:R:3 method="wB97M-V/def2-TZVPD" e_tot_ha=-5936.37444 e_above_lowest_kcal_mol=36.90 orbital_gap_ev="3.59 / 4.01" homo_ev="-1.334 / -1.758" multiplicity=4 total_charge=-1
V -0.776 -0.116 1.056
C -4.993 -2.049 0.213
C -5.375 -1.176 -0.772
C -4.532 -0.127 -1.184
C -3.315 0.110 -0.538
N -2.693 -0.941 0.247
C -3.585 -2.084 0.627
C -2.739 1.386 -0.335
C -3.216 2.612 -0.826
C -2.796 3.799 -0.220
C -1.979 3.766 0.897
C -1.470 2.515 1.314
N -1.725 1.379 0.596
C -0.780 2.193 2.508
C -0.243 3.085 3.455
C 0.307 2.610 4.615
C 0.288 1.203 4.847
C -0.224 0.372 3.889
N -0.704 0.803 2.694
H -5.684 -2.734 0.683
H -6.386 -1.212 -1.164
H -4.921 0.626 -1.857
H -3.363 -2.514 1.599
H -3.912 2.627 -1.653
H -3.174 4.748 -0.583
H -1.748 4.667 1.449
H -0.266 4.147 3.240
H 0.727 3.283 5.351
H 0.686 0.788 5.764
H -0.245 -0.704 4.042
N 0.140 -2.032 -2.985
C -0.420 -1.001 -3.649
N -0.482 0.218 -3.252
C -1.056 1.045 -4.191
C -1.268 2.413 -4.047
C -1.862 3.113 -5.084
C -2.241 2.477 -6.263
C -2.041 1.114 -6.425
C -1.454 0.414 -5.386
S -1.087 -1.288 -5.294
H 0.291 -1.906 -1.956
H -0.125 -2.953 -3.287
H -0.990 2.903 -3.124
H -2.042 4.175 -4.970
H -2.702 3.047 -7.060
H -2.337 0.606 -7.334
Br -0.208 -4.743 2.969
C 1.143 -4.682 1.631
C 1.977 -5.784 1.567
C 2.967 -5.858 0.600
C 3.104 -4.823 -0.315
C 2.262 -3.734 -0.259
C 1.262 -3.618 0.716
C 0.478 -2.356 0.739
O -0.116 -1.972 1.786
O 0.456 -1.632 -0.296
H 1.847 -6.588 2.278
H 3.614 -6.724 0.555
H 3.876 -4.873 -1.073
H 2.364 -2.913 -0.957
C -2.548 -2.232 -0.427
H -1.654 -2.796 -0.212
H -2.886 -2.279 -1.456
C 4.708 -0.269 2.474
C 3.399 -0.644 3.143
N 2.322 -0.446 2.205
C 2.258 0.558 1.282
N 1.126 0.833 0.724
C 1.057 1.784 -0.386
C 2.413 2.124 -0.984
C 3.383 2.372 0.153
N 3.466 1.165 0.952
C 4.550 1.133 1.916
H 4.905 -0.959 1.650
H 5.535 -0.307 3.184
H 3.256 -0.035 4.047
H 3.404 -1.695 3.441
H 1.431 -0.869 2.412
H 0.580 2.701 -0.029
H 0.420 1.340 -1.149
H 2.329 3.006 -1.620
H 2.775 1.288 -1.588
H 3.044 3.223 0.763
H 4.384 2.600 -0.220
H 4.365 1.841 2.739
H 5.460 1.450 1.401